Here is a 2-piece molecular cluster, C9H14N4O2 overall at a distorted geometry from the Open Molecules 2025 dataset. Energies are from ωB97M-V/def2-TZVPD.

```
! RIJCOSX wB97M-V def2-TZVPD def2/J DEFGRID3
* xyz 0 1
H 0.35 0.61 1.65
N -0.16 0.70 0.83
C 0.63 0.70 -0.20
N 0.08 1.07 -1.49
C 2.00 0.30 -0.24
C 2.81 0.91 0.72
C 4.20 0.68 0.87
C 4.69 -0.41 0.14
C 3.91 -1.14 -0.77
C 2.59 -0.80 -0.91
H -0.75 1.64 -1.41
H 0.74 1.38 -2.11
H 2.39 1.62 1.37
H 4.71 1.04 1.81
H 5.67 -0.87 0.47
H 4.32 -1.87 -1.48
H 2.03 -1.05 -1.79
N -2.37 -1.01 1.37
C -3.25 -0.57 0.32
N -3.97 -1.54 -0.39
C -3.44 0.70 0.03
O -4.26 1.13 -0.96
O -2.68 1.78 0.47
H -1.82 -1.81 1.21
H -1.92 -0.33 1.82
H -4.33 -1.05 -1.21
H -4.75 -1.97 0.10
H -4.99 1.68 -0.54
H -1.80 1.41 0.90
*
```

Results
Energy relative to the best compared isomer or geometry (same formula, charge and spin) (kcal/mol): 13.3
E_LUMO (Ha): 0.0168



Here is the molecule C9H14N4O3 at a distorted geometry from the Open Molecules 2025 dataset. Energies are from ωB97M-V/def2-TZVPD.

```
! RIJCOSX wB97M-V def2-TZVPD def2/J DEFGRID3
* xyz 0 1
C -2.03 -1.11 3.04
C -1.80 -2.02 1.78
N -1.10 -1.19 0.71
C 0.25 -0.87 0.75
O 1.01 -1.11 1.66
C 0.68 0.00 -0.53
N -0.46 0.51 -1.33
C 1.52 1.19 0.06
C 2.17 2.03 -1.02
C 3.49 2.52 -1.16
N 3.53 3.31 -2.26
C 2.30 3.20 -2.86
N 1.54 2.45 -2.18
C -2.94 -2.57 0.99
O -3.12 -2.26 -0.18
O -3.82 -3.27 1.74
H -2.59 -1.65 3.81
H -2.68 -0.27 2.84
H -1.13 -0.70 3.50
H -1.09 -2.78 2.11
H -1.53 -1.11 -0.19
H 1.41 -0.62 -1.04
H -0.08 0.93 -2.16
H -1.02 1.23 -0.83
H 2.33 0.77 0.63
H 1.00 1.81 0.77
H 4.44 2.22 -0.58
H 4.38 3.72 -2.59
H 2.16 3.53 -3.93
H -4.43 -3.73 1.12
*
```

Results
Energy relative to the best compared isomer or geometry (same formula, charge and spin) (kcal/mol): 34.0
E_LUMO (Ha): 0.0259



Here is a 2-piece molecular cluster, C9H14NOPS overall at a distorted geometry from the Open Molecules 2025 dataset. Energies are from ωB97M-V/def2-TZVPD.

```
! RIJCOSX wB97M-V def2-TZVPD def2/J DEFGRID3
* xyz 0 1
C -2.13 -0.16 1.10
C -2.28 -0.09 -1.34
C -1.12 -1.04 1.07
C -1.23 -1.02 -1.39
C -2.68 0.39 -0.07
C -0.70 -1.49 -0.18
C 3.18 0.99 -1.64
C -3.73 1.39 0.07
C 3.71 0.70 1.32
N 0.42 -2.45 -0.11
O 1.19 1.05 0.18
P 2.67 0.36 -0.18
S 1.63 -2.10 0.88
H -2.46 0.14 2.07
H -2.56 0.25 -2.32
H -0.71 -1.62 1.86
H -0.90 -1.46 -2.27
H 2.45 0.67 -2.30
H 4.14 0.63 -1.87
H -3.96 1.94 -0.81
H -4.58 0.85 0.44
H -3.36 2.13 0.78
H 3.41 0.04 2.15
H 4.78 0.47 1.13
H 3.70 1.69 1.69
H 0.61 -2.91 -1.00
H 0.50 0.65 0.72
*
```

Results
Energy relative to the best compared isomer or geometry (same formula, charge and spin) (kcal/mol): 17.9
E_LUMO (alpha / beta) (Ha): -0.0176 / -0.0124



- Which value of energy relative to the best compared isomer or geometry (same formula, charge and spin) does entry 2 give?
  34.0 kcal/mol



- Which formula does entry 3 have?
  C9H14NOPS